[1]
A 7-piece molecular cluster, C30H43N7O10 overall at a distorted geometry, computed with wB97M-V/def2-TZVPD.

CARTESIAN COORDINATES (ANGSTROEM)
O (-4.13691, -5.79605, -1.14046)
N (-3.93952, -5.60669, 0.06975)
O (-3.73014, -6.44695, 1.08058)
C (-3.74878, -4.21216, 0.47120)
C (-4.22316, -3.08631, -0.41061)
C (-4.19696, -1.58899, -0.01440)
C (-3.89498, -1.34880, 1.48566)
C (-3.46745, -2.35725, 2.39053)
C (-3.31659, -3.83239, 1.82312)
H (-4.64987, -3.32555, -1.22180)
H (-4.66988, -0.81402, -0.59543)
H (-3.63800, -0.31977, 2.14023)
H (-3.21143, -2.06267, 3.34735)
H (-3.04480, -4.65185, 2.35769)
O (3.01982, 4.51417, 8.02097)
N (3.67776, 3.99984, 7.10394)
O (4.65276, 4.53552, 6.64418)
C (3.07449, 2.88170, 6.41708)
C (3.85428, 2.12184, 5.28226)
C (3.18550, 1.00243, 4.50198)
C (1.75219, 0.63286, 4.80819)
C (1.09071, 1.15953, 5.90682)
C (1.66784, 2.32621, 6.76571)
H (4.81243, 2.57209, 5.16603)
H (3.65592, 0.49579, 3.63578)
H (1.26427, -0.08483, 4.16891)
H (0.02191, 0.77954, 6.00546)
H (1.16292, 2.66051, 7.77866)
O (-0.73981, 2.15729, -2.25484)
N (-0.15851, 3.31143, -2.45960)
O (-0.68429, 4.29904, -3.00723)
C (1.24275, 3.47938, -2.09417)
C (1.97180, 4.83387, -2.34468)
C (3.45868, 4.98791, -1.98224)
C (4.11805, 3.94906, -0.98437)
C (3.38605, 2.74293, -0.73573)
C (1.88140, 2.46993, -1.17338)
H (1.65496, 5.71087, -3.20699)
H (4.14026, 5.66401, -2.38867)
H (5.14533, 3.94771, -0.78368)
H (3.71780, 2.01032, -0.13809)
H (1.36205, 1.42875, -1.11076)
C (-0.31598, -0.80419, -1.08433)
N (0.16523, -0.34074, 0.25164)
C (1.41434, -0.93617, 0.80806)
C (-0.55091, 0.38407, 1.05169)
O (-0.27042, 0.73372, 2.27127)
H (0.17275, -0.04190, -1.76635)
H (-1.39063, -0.60591, -1.24763)
H (0.06159, -1.76379, -1.04769)
H (1.37512, -0.90260, 1.87582)
H (2.18014, -0.47068, 0.34900)
H (1.44113, -1.99049, 0.68359)
H (-1.51930, 0.57555, 0.73515)
C (0.83214, -7.01390, -0.44490)
N (0.45997, -5.79319, -1.22806)
C (0.85678, -4.59202, -0.63434)
C (-0.10656, -5.76836, -2.38394)
O (-0.22380, -4.76409, -3.14791)
H (0.59258, -7.10177, 0.50922)
H (1.83920, -7.25149, -0.68762)
H (0.35403, -8.00440, -0.67133)
H (1.51341, -4.16710, -1.48796)
H (1.26369, -4.56770, 0.33544)
H (-0.00157, -3.90889, -0.69847)
H (-0.48573, -6.72617, -2.83010)
C (1.54201, 0.15887, -4.69295)
N (1.64005, -0.99485, -5.55547)
C (2.34506, -0.66807, -6.81922)
C (1.02159, -2.17733, -5.28957)
O (1.00306, -3.14643, -6.06627)
H (1.45232, 1.12401, -5.14196)
H (2.51073, 0.36592, -4.08735)
H (0.90753, 0.35074, -4.12672)
H (3.39181, -0.99530, -6.75138)
H (2.18311, 0.12556, -7.32619)
H (2.02702, -1.26650, -7.63154)
H (0.52499, -2.17526, -4.34602)
C (-4.36243, 5.35047, 0.93354)
N (-3.77921, 3.92137, 0.82344)
C (-2.84634, 3.69145, -0.28379)
C (-3.82903, 3.15679, 1.97058)
O (-3.27763, 2.03011, 1.97347)
H (-5.50438, 5.34868, 0.61999)
H (-3.78278, 6.09664, 0.11042)
H (-4.31131, 5.91160, 1.74480)
H (-2.36231, 2.71518, -0.14095)
H (-2.00315, 4.31346, -0.26431)
H (-3.31612, 3.91596, -1.38670)
H (-4.35270, 3.52886, 2.89891)

LUMO	-1.86	eV
HOMO level	-9.2	eV
SMILES string	O=[N+]([O-])c1ccccc1.O=[N+]([O-])c1ccccc1.O=[N+]([O-])c1ccccc1.CN(C)C=O.CN(C)C=O.CN(C)C=O.CN(C)C=O
total energy	-62686.42692	eV
energy above the lowest of the compared OMol25 structures with the same formula, charge and spin	1520.74	kJ/mol

---

[2]
A 6-piece molecular cluster, C30H43N7O2 overall at a distorted geometry, computed with wB97M-V/def2-TZVPD.

CARTESIAN COORDINATES (ANGSTROEM)
O (-6.74272, 0.94902, -3.50360)
C (-5.85628, 0.51955, -2.82094)
O (-4.53255, 0.90710, -3.02770)
C (-6.05408, -0.44616, -1.64590)
C (-5.22916, 0.09717, -0.48746)
C (-5.68356, 1.27870, 0.14317)
N (-5.06073, 1.87718, 1.12526)
C (-3.91528, 1.23879, 1.48099)
C (-3.12059, 1.80274, 2.50512)
C (-1.98679, 1.21170, 2.90847)
C (-1.56636, -0.01724, 2.32882)
C (-2.30786, -0.55508, 1.34860)
C (-3.48745, 0.05425, 0.88521)
N (-4.15484, -0.55031, -0.13247)
H (-4.42051, 1.70328, -2.49096)
H (-5.78015, -1.47267, -1.89581)
H (-7.11298, -0.44274, -1.37505)
H (-6.61215, 1.72737, -0.20842)
H (-3.42001, 2.73919, 2.96266)
H (-1.38290, 1.67093, 3.68277)
H (-0.68204, -0.53548, 2.64787)
H (-1.96457, -1.49975, 0.92022)
C (1.83548, 4.10373, 4.22813)
C (2.50265, 2.89335, 4.86996)
C (3.00042, 1.85892, 3.85134)
C (1.87488, 1.34791, 3.05622)
N (0.99356, 0.94990, 2.42744)
H (0.94082, 3.81973, 3.66869)
H (1.52741, 4.81794, 4.99230)
H (2.51988, 4.61056, 3.54937)
H (1.79352, 2.42005, 5.55263)
H (3.35031, 3.23024, 5.46864)
H (3.47671, 1.02656, 4.37163)
H (3.73404, 2.30116, 3.17656)
C (4.27014, 4.28027, -1.40582)
C (2.99920, 4.36064, -0.56699)
C (3.20463, 5.10266, 0.75837)
C (4.21010, 4.41537, 1.58181)
N (4.99935, 3.86470, 2.21654)
H (5.05377, 3.71927, -0.89358)
H (4.07078, 3.77217, -2.34931)
H (4.65485, 5.27666, -1.63283)
H (2.63655, 3.34982, -0.36856)
H (2.22382, 4.87212, -1.13953)
H (2.26816, 5.14591, 1.31529)
H (3.53854, 6.12577, 0.57861)
C (-3.74508, -4.48136, -4.98517)
C (-5.15536, -5.05835, -5.04270)
C (-6.16408, -4.24770, -4.22214)
C (-5.77346, -4.22508, -2.80453)
N (-5.46503, -4.21205, -1.69403)
H (-3.34959, -4.49353, -3.96784)
H (-3.06779, -5.07002, -5.60450)
H (-3.72677, -3.45153, -5.34809)
H (-5.13476, -6.08935, -4.68400)
H (-5.48845, -5.08725, -6.08164)
H (-7.15848, -4.68706, -4.30294)
H (-6.21803, -3.22090, -4.58833)
C (8.57534, 0.14981, 1.28983)
C (7.14640, -0.37956, 1.24086)
C (6.16923, 0.46903, 2.06160)
C (6.56637, 0.48509, 3.47689)
N (6.87995, 0.49244, 4.58555)
H (8.97490, 0.12955, 2.30472)
H (9.22972, -0.46423, 0.67036)
H (8.62606, 1.17664, 0.92176)
H (7.13440, -1.40916, 1.60439)
H (6.80810, -0.40199, 0.20296)
H (5.16009, 0.06091, 1.98491)
H (6.14691, 1.49542, 1.69190)
C (0.67433, -3.93443, -2.32694)
C (-0.75587, -4.46209, -2.35847)
C (-1.72188, -3.62009, -1.51837)
C (-1.30789, -3.61355, -0.10854)
N (-0.98069, -3.63253, 0.99459)
H (1.08842, -3.96217, -1.31798)
H (1.31942, -4.54456, -2.96020)
H (0.72046, -2.90502, -2.68868)
H (-0.76367, -5.49428, -2.00201)
H (-1.10919, -4.47701, -3.39184)
H (-2.73354, -4.02455, -1.58042)
H (-1.74905, -2.59047, -1.88046)

LUMO	0.07	eV
HOMO level	-8.8	eV
SMILES string	O=C(O)Cc1cnc2ccccc2n1.CCCC#N.CCCC#N.CCCC#N.CCCC#N.CCCC#N
total energy	-46332.37681	eV
energy above the lowest of the compared OMol25 structures with the same formula, charge and spin	0.00	kJ/mol

---

[3]
C30H44BrClFeN2P2 as an isolated structure at a distorted geometry, computed with wB97M-V/def2-TZVPD.

CARTESIAN COORDINATES (ANGSTROEM)
N (-5.47956, 3.84037, -5.13270)
C (-5.50009, 4.23068, -3.86414)
C (-4.85846, 3.53299, -2.84614)
C (-4.08270, 2.39112, -3.16950)
C (-4.06435, 1.99975, -4.53686)
C (-4.78103, 2.75876, -5.45743)
C (-3.21116, 1.76231, -2.19855)
Fe (-1.62866, 0.12441, -1.20519)
P (3.52107, -0.49508, -0.73093)
C (-1.89691, 1.29962, -2.70538)
C (-0.66469, 2.08761, -2.71040)
C (0.41304, 1.68207, -3.52747)
C (1.56705, 2.46620, -3.53383)
C (1.63902, 3.60291, -2.70061)
C (0.52617, 4.04612, -1.96398)
C (-0.63346, 3.27968, -1.96993)
Br (3.21645, 4.55812, -2.58226)
H (-3.53252, 1.91578, -1.13578)
H (-1.93097, 0.68636, -3.61029)
H (-4.86468, 3.93676, -1.84160)
H (-3.45029, 1.16736, -4.87327)
H (-6.04377, 5.14193, -3.64457)
H (-4.77980, 2.47945, -6.50473)
H (0.36468, 0.77529, -4.14930)
H (-1.47761, 3.56627, -1.33492)
H (2.40089, 2.24104, -4.20079)
H (0.57070, 4.95923, -1.37095)
P (-0.90444, -2.03669, -1.64000)
C (4.13370, 1.23369, -0.66945)
C (5.60654, 1.35724, -1.10182)
H (4.01980, 1.59328, 0.36589)
H (3.49578, 1.85748, -1.31690)
H (5.93371, 2.40154, -0.97357)
H (6.25180, 0.71000, -0.48699)
H (5.74696, 1.07347, -2.15775)
C (2.84900, -0.56090, -2.41906)
C (3.83723, -1.31932, -3.31358)
H (2.69050, 0.45925, -2.78420)
H (1.85956, -1.03351, -2.38522)
H (3.44048, -1.42528, -4.33010)
H (4.79944, -0.79301, -3.38182)
H (4.03665, -2.32055, -2.90842)
C (2.33054, -0.62978, 0.62377)
C (3.04883, -1.28416, 1.81988)
H (1.46692, -1.22694, 0.30033)
H (1.97488, 0.37583, 0.87550)
H (2.34751, -1.83858, 2.45486)
H (3.81670, -1.98806, 1.46436)
H (3.54746, -0.53226, 2.44608)
C (-0.52898, -3.30621, -0.35658)
C (-1.38812, -4.56916, -0.22866)
H (-0.49956, -2.80323, 0.61684)
H (0.51090, -3.58485, -0.58350)
H (-2.32113, -4.39462, 0.32328)
H (-1.66209, -5.03887, -1.18052)
H (-0.80092, -5.30736, 0.33408)
C (-0.06331, -2.84787, -3.06331)
C (-0.72471, -2.68279, -4.42702)
H (0.01953, -3.91322, -2.78281)
H (0.96175, -2.45515, -3.11428)
H (-1.64164, -3.27787, -4.50047)
H (-0.97530, -1.64007, -4.66557)
H (-0.03455, -3.03142, -5.20545)
C (-2.68604, -2.28269, -1.95148)
C (-3.66008, -1.76162, -0.89640)
H (-2.81001, -3.36597, -2.03833)
H (-2.88930, -1.89705, -2.95898)
H (-4.63168, -1.79162, -1.40425)
H (-3.70645, -2.48911, -0.06784)
H (-3.51339, -0.71317, -0.51193)
Cl (-0.16543, 3.55622, 2.88281)
C (-0.79586, 2.02150, 2.46194)
C (-1.09112, 1.05685, 3.43660)
C (-1.44093, -0.23202, 3.01325)
C (-1.59870, -0.49462, 1.65087)
N (-1.43850, 0.49456, 0.73695)
C (-0.90888, 1.70122, 1.10358)
H (-0.96177, 1.28540, 4.49199)
H (-1.54366, -1.06686, 3.70924)
H (-1.76701, -1.50745, 1.24464)
H (-0.52040, 2.35363, 0.31848)

charge	+2
LUMO (spin up / spin down)	-6.40 / -8.98	eV
multiplicity	5
HOMO level (spin up / spin down)	-12.8 / -12.6	eV
total energy	-170315.10555	eV

---

Among the records above, which one has the highest total energy?
C30H43N7O2

---

What is the formula in the second record?
C30H43N7O2

---

Which formula does entry 3 have?
C30H44BrClFeN2P2

---

Which of these has the highest total energy?
C30H43N7O2